Below is a molecular structure, C17H21N5O2Pd, with properties calculated with ωB97M-V/def2-TZVPD.

CARTESIAN COORDINATES (ANGSTROEM)
N -1.129 -2.417 0.618
C -1.424 -3.334 1.240
C -1.728 -4.611 1.880
H -1.162 -5.375 1.330
H -2.810 -4.761 1.806
H -1.411 -4.516 2.921
N -1.849 2.045 0.010
C -2.494 3.000 0.192
C -3.229 4.203 0.482
H -4.296 3.950 0.547
H -3.011 4.932 -0.307
H -2.860 4.574 1.441
N 1.356 -0.161 -2.370
C 2.209 -0.041 -3.132
C 3.268 -0.082 -4.134
H 3.951 0.740 -3.898
H 2.792 0.055 -5.110
H 3.742 -1.066 -4.039
Pd -0.806 0.359 -0.397
C 0.819 1.834 -0.544
O 1.603 2.622 -0.866
C -1.097 0.092 1.765
O -1.466 -0.169 2.833
C -2.929 -1.220 -1.257
C -1.950 -1.884 -1.995
C -1.180 -1.180 -2.923
C -1.388 0.186 -3.111
C -2.372 0.853 -2.380
C -3.148 0.143 -1.446
H -3.620 -1.802 -0.657
H -1.880 -2.956 -1.959
H -0.529 -1.723 -3.586
H -0.895 0.685 -3.936
H -2.660 1.864 -2.669
H -4.037 0.609 -1.016
C 3.081 1.554 3.742
N 3.212 0.369 2.945
C 4.331 -0.535 3.182
C 2.325 0.115 2.017
N 1.594 -0.227 1.151
H 3.928 1.554 4.443
H 2.149 1.552 4.330
H 3.145 2.468 3.129
H 3.969 -1.537 3.456
H 4.947 -0.634 2.275
H 4.941 -0.128 3.997

Computed properties:
* total charge: +4
* Kohn-Sham gap (spin up / spin down): 10.0 / 5.9 eV
* multiplicity: 5
* LUMO level (spin up / spin down): -0.45848 / -0.61220 Eh
* <S²>: 6.041



Below is C19H18F2N2O3 in the gas phase, with properties calculated with ωB97M-V/def2-TZVPD.

CARTESIAN COORDINATES (ANGSTROEM)
C -0.657 -0.951 -0.932
C -1.275 -0.165 0.225
C -1.902 -1.127 1.247
C -3.328 -1.193 0.787
C -4.325 -2.080 1.123
C -5.586 -1.908 0.564
C -5.831 -0.861 -0.307
C -4.832 0.041 -0.650
C -3.580 -0.140 -0.095
N -2.410 0.619 -0.273
C -2.386 1.870 -0.782
O -3.374 2.434 -1.211
C -1.062 2.650 -0.721
O 0.055 2.001 -1.295
N 1.065 1.826 -0.372
C 2.101 1.223 -0.795
C 3.222 0.988 0.094
C 3.281 1.569 1.363
C 4.357 1.344 2.196
C 5.404 0.537 1.779
C 5.369 -0.053 0.527
C 4.286 0.171 -0.304
O 4.254 -0.418 -1.589
C 3.948 -1.714 -1.640
F 2.755 -1.994 -1.048
F 4.839 -2.506 -0.990
H -0.368 -0.282 -1.739
H 0.224 -1.490 -0.592
H -1.383 -1.662 -1.320
H -0.529 0.488 0.683
H -1.407 -2.096 1.241
H -1.852 -0.724 2.262
H -4.130 -2.894 1.806
H -6.379 -2.598 0.812
H -6.816 -0.739 -0.732
H -5.025 0.860 -1.323
H -0.845 2.892 0.326
H -1.235 3.582 -1.272
H 2.184 0.865 -1.820
H 2.462 2.200 1.668
H 4.386 1.801 3.174
H 6.250 0.362 2.426
H 6.175 -0.688 0.192
H 3.901 -2.039 -2.690

Computed properties:
* Kohn-Sham gap: 8.3 eV
* SMILES: C[C@@H]1Cc2ccccc2N1C(=O)CO/N=C/c1ccccc1OC(F)F
* LUMO level: 0.00411 Eh



Below is a gas-phase ion, C9H13N2O (charge -1), with properties calculated with ωB97M-V/def2-TZVPD.

CARTESIAN COORDINATES (ANGSTROEM)
C 0.180 3.242 0.608
O -0.910 2.361 0.747
C -0.680 1.329 1.708
C 0.503 0.417 1.387
C 0.130 -1.052 1.643
N -0.874 -1.566 0.742
C -0.470 -1.587 -0.545
C 0.527 -2.458 -1.060
C 0.853 -2.447 -2.386
N 0.344 -1.650 -3.339
C -0.592 -0.827 -2.842
C -1.029 -0.757 -1.548
H -0.214 4.245 0.460
H 0.744 2.981 -0.289
H 0.847 3.230 1.470
H -0.497 1.812 2.677
H -1.594 0.751 1.743
H 0.876 0.569 0.379
H 1.298 0.662 2.099
H 1.057 -1.659 1.650
H -0.290 -1.096 2.654
H 1.030 -3.142 -0.394
H 1.603 -3.160 -2.726
H -1.038 -0.141 -3.560
H -1.805 -0.058 -1.280

Computed properties:
* total charge: -1
* Kohn-Sham gap: 6.0 eV
* LUMO level: 0.13063 Eh



Below is 2 unconnected molecules or ions with the total composition C6H19FO2P, with properties calculated with ωB97M-V/def2-TZVPD.

CARTESIAN COORDINATES (ANGSTROEM)
C 2.176 1.268 -1.746
C 2.804 0.035 -1.035
F 4.206 0.151 -0.978
P 2.212 -1.583 -1.949
H 1.110 1.247 -1.503
H 2.635 2.226 -1.457
H 2.340 1.129 -2.826
H 2.421 0.015 0.003
H 0.894 -0.940 -2.072
H 2.617 -1.048 -3.252
H 3.542 -2.193 -1.827
H 1.830 -2.139 -0.641
H 1.677 -2.762 -2.652
C -2.432 -0.502 -0.376
O -1.419 0.416 -0.012
C -1.919 1.536 0.698
C -1.623 1.417 2.180
O -2.373 0.366 2.776
C -1.587 -0.791 3.012
H -1.944 -1.390 -0.775
H -3.043 -0.789 0.484
H -3.071 -0.071 -1.155
H -2.992 1.664 0.525
H -1.404 2.420 0.306
H -1.922 2.346 2.676
H -0.552 1.274 2.345
H -0.871 -0.604 3.819
H -1.053 -1.105 2.112
H -2.258 -1.594 3.319

Computed properties:
* total charge: -1
* Kohn-Sham gap: 5.9 eV
* LUMO level: 0.11170 Eh



Below is 3 unconnected molecules or ions with the total composition C19H41O8, with properties calculated with ωB97M-V/def2-TZVPD.

CARTESIAN COORDINATES (ANGSTROEM)
C 1.848 3.456 -1.467
C 1.416 2.103 -2.031
C 1.101 1.098 -0.941
C 0.324 2.179 -3.107
C -0.792 3.211 -2.930
O -1.880 2.801 -3.845
C -1.432 3.198 -1.553
C -2.401 2.069 -1.293
O -2.173 0.926 -1.541
H 2.863 3.709 -1.738
H 1.213 4.267 -1.795
H 1.824 3.413 -0.384
H 2.288 1.680 -2.524
H 0.239 1.365 -0.356
H 1.958 1.048 -0.273
H 1.006 0.116 -1.370
H 0.806 2.369 -4.065
H -0.135 1.176 -3.185
H -1.476 2.304 -4.564
H -2.022 4.112 -1.461
H -0.715 3.229 -0.744
H -3.384 2.364 -0.854
C 7.740 -4.359 -1.559
O 6.341 -4.241 -1.634
C 5.760 -3.964 -0.370
C 4.354 -3.424 -0.521
O 4.297 -2.043 -0.840
C 4.609 -1.695 -2.186
C 3.515 -2.049 -3.170
O 3.579 -3.428 -3.509
C 2.375 -3.882 -4.084
H 8.034 -5.171 -0.883
H 8.109 -4.582 -2.559
H 8.194 -3.420 -1.220
H 6.370 -3.232 0.173
H 5.728 -4.900 0.207
H 3.867 -3.506 0.453
H 3.776 -4.021 -1.229
H 5.567 -2.121 -2.491
H 4.715 -0.609 -2.184
H 3.646 -1.462 -4.089
H 2.539 -1.810 -2.733
H 1.543 -3.782 -3.377
H 2.501 -4.935 -4.331
H 2.140 -3.327 -4.999
C -4.338 -0.458 1.043
O -4.911 0.114 2.205
C -5.295 -0.864 3.148
C -5.491 -0.239 4.512
O -4.277 -0.018 5.218
C -3.486 1.087 4.794
C -4.022 2.429 5.241
O -5.068 2.865 4.390
C -5.838 3.886 4.974
H -5.051 -1.127 0.546
H -4.074 0.347 0.362
H -3.427 -1.012 1.293
H -4.530 -1.647 3.217
H -6.242 -1.319 2.818
H -6.049 -0.951 5.126
H -6.083 0.675 4.443
H -3.324 1.068 3.715
H -2.518 0.943 5.278
H -3.211 3.171 5.203
H -4.383 2.349 6.274
H -6.329 3.531 5.889
H -6.604 4.176 4.257
H -5.222 4.763 5.208

Computed properties:
* total charge: -1
* Kohn-Sham gap: 3.4 eV
* LUMO level: 0.08982 Eh



Below is 3 unconnected molecules or ions with the total composition C6H17N3O4, with properties calculated with ωB97M-V/def2-TZVPD.

CARTESIAN COORDINATES (ANGSTROEM)
C -11.500 -1.029 1.588
C 12.411 1.431 -1.425
C 11.383 1.553 0.764
C -15.028 -0.181 -1.934
C -12.462 -1.984 0.910
C -13.190 -0.121 -0.393
N -11.502 3.113 0.591
N 13.088 -0.023 0.323
N 12.589 1.299 0.006
O -12.255 2.245 0.581
O -10.536 3.640 0.292
O -13.924 0.450 -1.231
O -13.317 -1.354 -0.057
H -10.945 -1.570 2.346
H -10.799 -0.614 0.870
H -12.051 -0.222 2.066
H 11.645 0.760 -1.827
H 12.116 2.456 -1.630
H 13.358 1.257 -1.932
H 11.072 2.574 0.567
H 10.560 0.879 0.496
H 11.594 1.474 1.830
H -15.154 -1.212 -1.610
H -14.802 -0.131 -2.998
H -15.917 0.409 -1.718
H -13.132 -2.446 1.638
H -11.929 -2.773 0.370
H 13.323 -0.047 1.329
H 13.951 -0.195 -0.217
H 12.413 -0.797 0.125

Computed properties:
* total charge: +2
* Kohn-Sham gap (spin up / spin down): 5.3 / 11.1 eV
* LUMO level (spin up / spin down): -0.27550 / -0.16410 Eh



Below is a molecular structure, H16NO11Zn, with properties calculated with ωB97M-V/def2-TZVPD.

CARTESIAN COORDINATES (ANGSTROEM)
Zn -11.108 6.201 -20.301
N -12.932 3.924 -21.905
O -14.012 3.623 -21.360
O -12.202 2.947 -22.193
O -12.363 4.955 -21.550
O -15.171 6.053 -19.817
H -14.997 5.504 -19.049
H -15.046 5.465 -20.533
O -9.454 2.834 -22.720
H -10.427 2.821 -22.690
H -9.154 2.379 -23.563
O -11.520 0.371 -22.348
H -11.841 1.268 -22.273
H -12.279 -0.117 -22.037
O -9.641 4.805 -20.712
H -8.721 4.664 -20.679
H -9.795 4.060 -21.284
O -12.911 1.523 -19.599
H -12.949 2.208 -20.241
H -12.049 1.678 -19.342
O -15.950 2.760 -19.819
H -15.262 2.908 -20.491
H -15.789 1.934 -19.354
O -11.818 5.052 -18.672
H -12.586 4.851 -18.168
H -11.156 4.558 -18.152
O -12.847 7.249 -20.014
H -13.742 6.981 -19.941
H -12.833 8.182 -20.024

Computed properties:
* total charge: +1
* Kohn-Sham gap: 6.7 eV
* LUMO level: -0.23561 Eh



Below is a molecular structure, C21H29AsBr2N3OV, with properties calculated with ωB97M-V/def2-TZVPD.

CARTESIAN COORDINATES (ANGSTROEM)
V 1.130 0.809 0.867
C 2.951 -2.315 -1.517
C 2.435 -1.427 -0.438
N 1.650 -0.424 -0.616
N 1.253 -0.079 -1.893
C 0.757 1.135 -1.849
O 0.660 1.844 -0.762
C 0.329 1.788 -3.107
C 0.369 1.090 -4.313
C -0.045 1.702 -5.483
C -0.498 3.015 -5.457
C -0.539 3.713 -4.259
C -0.129 3.103 -3.084
C 2.809 -1.609 0.977
C 3.690 -2.609 1.380
C 4.008 -2.734 2.719
C 3.451 -1.847 3.631
C 2.613 -0.858 3.156
N 2.297 -0.726 1.863
H 2.604 -1.962 -2.483
H 2.612 -3.343 -1.374
H 4.042 -2.325 -1.519
H 0.726 0.069 -4.326
H -0.011 1.158 -6.418
H -0.819 3.494 -6.373
H -0.889 4.736 -4.238
H -0.154 3.638 -2.145
H 4.105 -3.281 0.644
H 4.684 -3.510 3.052
H 3.668 -1.910 4.687
H 2.170 -0.129 3.824
Br 1.160 2.666 2.716
C -0.160 4.130 2.531
Br -1.400 3.863 1.131
H 0.436 5.015 2.354
H -0.666 4.156 3.487
C -2.716 0.945 -0.865
C -2.145 -0.428 -0.533
As -1.095 -0.428 1.110
C -2.350 0.218 2.462
C -3.702 -0.474 2.543
C -0.826 -2.324 1.524
C -1.906 -3.302 1.081
H -3.256 0.909 -1.812
H -1.928 1.692 -0.960
H -3.419 1.283 -0.101
H -1.484 -0.782 -1.327
H -2.939 -1.168 -0.421
H -2.463 1.285 2.254
H -1.818 0.152 3.416
H -4.208 -0.503 1.577
H -4.360 0.051 3.236
H -3.608 -1.498 2.902
H -0.659 -2.367 2.604
H 0.126 -2.592 1.059
H -2.877 -3.086 1.523
H -1.636 -4.320 1.367
H -2.029 -3.296 -0.002

Computed properties:
* total charge: +1
* Kohn-Sham gap (spin up / spin down): 7.2 / 6.1 eV
* multiplicity: 2
* LUMO level (spin up / spin down): -0.12373 / -0.12506 Eh
* <S²>: 0.883